--- w ---
12
Properties=species:S:1:pos:R:3 method="wB97M-V/def2-TZVPD" homo_energy_ha=-0.368 total_charge=0 homo_lumo_gap_ev=10.82 spin_multiplicity=1
C 0.164 -0.381 1.369
C -0.654 0.560 0.539
C -0.712 0.832 -0.770
P 0.073 -0.036 -2.109
O -0.743 0.267 -3.305
H 0.548 -1.109 0.703
H -0.541 -0.835 2.130
H 0.902 0.316 1.701
H -1.282 1.150 1.052
H -1.506 1.528 -1.247
H 0.149 -1.380 -1.831
H 1.404 0.200 -2.225

--- x ---
12
Properties=species:S:1:pos:R:3 method="wB97M-V/def2-TZVPD" homo_energy_ha=-0.341 total_charge=0 homo_lumo_gap_ev=8.65 smiles="CP=O.C=C" spin_multiplicity=1
C 0.174 1.003 -1.704
P -1.453 0.049 -1.463
O -2.251 0.660 -2.517
H 0.018 2.113 -1.666
H 0.773 0.753 -0.865
H 0.645 0.842 -2.729
C 0.003 -1.024 1.223
C 0.586 -0.733 2.387
H 0.621 -0.768 0.390
H -0.825 -1.680 1.110
H 0.238 -1.089 3.413
H 1.471 -0.126 2.420

Decreasing stability: w, x

--- w ---
13
Properties=species:S:1:pos:R:3 method="wB97M-V/def2-TZVPD" homo_energy_ha=-0.337 total_charge=0 homo_lumo_gap_ev=9.44 spin_multiplicity=1
C -0.232 1.343 0.109
C -0.413 -0.117 -0.066
C 0.592 -1.095 -0.855
H -2.093 0.661 1.334
H 0.169 1.542 -0.975
H 0.578 1.732 0.733
H -1.614 -0.266 -0.113
H -0.119 -0.495 1.085
H 0.512 -2.166 -0.474
H 0.429 -1.078 -1.892
H 1.616 -1.101 0.857
O -1.682 1.660 0.523
S 2.258 -0.618 -0.265

--- x ---
13
Properties=species:S:1:pos:R:3 method="wB97M-V/def2-TZVPD" homo_energy_ha=-0.336 total_charge=0 homo_lumo_gap_ev=9.89 smiles="C=CO.CS" spin_multiplicity=1
C -1.964 -0.335 -0.662
C -1.738 -1.206 0.341
O -0.749 -1.098 1.375
H -2.918 -0.290 -1.099
H -1.096 0.156 -1.154
H -2.508 -1.794 0.730
H -0.462 -0.203 1.156
C 1.588 0.913 -0.487
S 2.076 1.101 1.205
H 1.561 -0.225 -0.607
H 2.351 1.301 -1.287
H 0.485 1.149 -0.779
H 3.374 0.532 1.266

--- y ---
13
Properties=species:S:1:pos:R:3 method="wB97M-V/def2-TZVPD" homo_energy_ha=-0.326 total_charge=0 homo_lumo_gap_ev=9.67 smiles=C[C@H](S)CO spin_multiplicity=1
C 2.022 -0.658 0.143
C 0.510 -0.339 -0.419
S -0.042 1.409 -0.027
C -0.592 -1.186 0.158
O -1.891 -0.589 -0.108
H 1.897 -1.739 -0.059
H 2.743 -0.113 -0.553
H 2.027 -0.379 1.235
H 0.510 -0.321 -1.469
H -0.124 1.206 1.306
H -0.570 -2.147 -0.358
H -0.310 -1.297 1.242
H -2.021 0.047 0.660

Decreasing stability: y, x, w

--- w ---
13
Properties=species:S:1:pos:R:3 method="wB97M-V/def2-TZVPD" homo_energy_ha=-0.365 total_charge=0 homo_lumo_gap_ev=9.70 spin_multiplicity=1
C -2.104 -1.498 -0.665
C 2.036 -0.691 0.757
C 1.626 0.368 0.092
O -3.000 0.614 0.518
S -2.297 0.098 -0.687
H -2.428 -2.034 0.227
H -1.686 -2.036 -1.450
H 0.591 2.749 -0.510
H 2.952 -1.184 0.577
H 1.416 -1.191 1.388
H 2.256 0.938 -0.581
H 0.659 0.800 0.435
H -0.023 3.065 -0.100

--- x ---
13
Properties=species:S:1:pos:R:3 method="wB97M-V/def2-TZVPD" homo_energy_ha=-0.301 total_charge=0 homo_lumo_gap_ev=8.91 spin_multiplicity=1
C -0.099 -0.456 1.859
C -0.221 0.956 -1.033
C -0.596 -0.226 -0.342
O 1.150 1.063 -1.217
S 0.152 -1.794 -0.933
H 0.442 -1.266 1.808
H 0.458 0.505 1.907
H -1.036 -0.426 2.380
H -0.470 1.823 -0.512
H -0.849 0.943 -1.938
H -1.712 -0.538 -0.295
H 1.505 0.584 -0.486
H 1.276 -1.168 -1.196

Decreasing stability: w, x